253
Properties=species:S:1:pos:R:3 method="wB97M-V/def2-TZVPD" e_lumo_ha=0.0162 gap_ev=9.75 e_homo_ev=-9.3
O 8.36 13.95 27.56
C 7.64 13.04 27.54
O 7.10 12.48 26.41
C 6.60 11.17 26.77
C 6.16 11.21 28.22
C 7.21 12.30 28.74
H 7.34 10.39 26.51
H 5.82 11.07 26.10
H 6.44 10.16 28.61
H 5.13 11.54 28.35
H 8.10 11.63 28.99
H 6.84 12.88 29.60
O 8.47 7.87 27.46
C 8.97 6.83 27.84
O 9.30 6.66 29.12
C 9.80 5.31 29.35
C 9.26 4.47 28.20
C 9.16 5.52 27.09
H 9.43 5.05 30.38
H 10.83 5.38 29.27
H 8.32 3.99 28.46
H 10.01 3.74 28.02
H 8.30 5.35 26.37
H 10.07 5.68 26.42
O 0.85 0.53 31.67
C 1.60 0.76 30.82
O 1.29 1.43 29.67
C 2.42 1.56 28.84
C 3.34 0.45 29.31
C 3.10 0.39 30.78
H 2.89 2.56 29.02
H 2.06 1.50 27.84
H 4.34 0.71 28.94
H 3.20 -0.45 28.71
H 3.68 1.06 31.44
H 3.19 -0.57 31.27
C 12.54 8.31 32.45
C 11.92 9.11 33.55
O 10.71 9.66 33.08
C 9.68 8.89 33.01
O 9.63 7.72 33.21
C 8.38 9.69 32.44
F 7.99 9.14 31.31
F 7.38 9.54 33.31
F 8.73 10.95 32.17
H 13.58 8.14 32.72
H 12.67 8.90 31.57
H 12.01 7.38 32.34
H 12.40 9.98 33.79
H 11.64 8.48 34.43
C -0.55 9.36 30.42
C -1.84 8.62 30.14
O -2.97 8.97 31.00
C -3.01 8.50 32.18
O -2.24 7.72 32.69
C -4.40 8.86 32.80
F -5.14 7.78 32.89
F -4.22 9.32 34.06
F -4.95 9.82 32.15
H 0.35 8.81 30.18
H -0.55 9.48 31.53
H -0.51 10.37 29.99
H -1.74 7.55 30.26
H -2.23 8.93 29.13
C 0.76 6.27 35.01
C 0.07 5.34 35.91
O -1.01 6.22 36.46
C -1.85 5.58 37.28
O -1.94 4.42 37.54
C -2.81 6.62 37.95
F -4.02 6.20 38.18
F -2.26 6.92 39.17
F -2.80 7.72 37.21
H 0.94 7.25 35.54
H 0.01 6.40 34.27
H 1.69 5.82 34.65
H 0.68 5.04 36.76
H -0.48 4.52 35.48
C 0.26 3.34 33.42
C -1.08 2.90 32.96
O -2.01 3.63 33.69
C -3.19 3.61 33.17
O -3.55 3.21 32.08
C -4.16 4.22 34.26
F -4.18 3.47 35.36
F -3.86 5.48 34.56
F -5.39 4.17 33.71
H 0.98 3.05 32.68
H 0.59 2.97 34.45
H 0.33 4.45 33.51
H -1.18 1.85 33.26
H -1.24 2.99 31.89
C 4.37 1.73 34.14
O 4.63 2.36 32.89
C 4.42 3.75 32.88
C 5.51 4.44 33.71
O 4.82 5.25 34.66
C 5.57 5.99 35.56
C 5.87 5.18 36.80
O 6.76 4.07 36.55
C 6.77 3.32 37.75
H 4.98 2.06 34.94
H 4.50 0.68 33.96
H 3.27 1.85 34.43
H 3.42 3.93 33.31
H 4.36 4.12 31.92
H 6.09 5.11 33.04
H 6.19 3.72 34.14
H 4.99 6.84 35.91
H 6.52 6.43 35.09
H 5.00 4.71 37.15
H 6.20 5.81 37.64
H 7.70 2.70 37.79
H 5.88 2.67 37.82
H 6.80 4.00 38.66
C 2.48 12.35 26.39
O 3.04 11.34 27.24
C 2.01 10.31 27.48
C 2.70 9.06 28.17
O 3.31 8.31 27.12
C 4.43 7.53 27.62
C 5.13 6.76 26.61
O 4.33 5.66 26.19
C 3.35 5.97 25.25
H 1.64 12.88 26.89
H 2.06 11.86 25.46
H 3.29 13.10 26.06
H 1.63 9.92 26.55
H 1.24 10.67 28.16
H 2.01 8.42 28.68
H 3.42 9.47 28.90
H 4.08 6.91 28.39
H 5.07 8.29 28.03
H 6.03 6.25 26.89
H 5.47 7.34 25.76
H 3.77 5.88 24.22
H 2.96 6.96 25.49
H 2.57 5.22 25.29
C 0.82 5.55 27.87
O 0.72 6.39 29.13
C 1.14 5.61 30.20
C 1.58 6.44 31.37
O 2.92 6.84 31.22
C 3.34 7.67 32.33
C 4.76 8.31 32.15
O 5.81 7.37 32.13
C 6.02 6.78 30.80
H 1.81 5.18 27.81
H 0.62 6.14 26.96
H 0.05 4.80 27.85
H 1.92 5.01 29.90
H 0.36 4.92 30.51
H 1.54 5.84 32.29
H 0.92 7.38 31.52
H 3.31 7.06 33.21
H 2.61 8.41 32.50
H 4.93 8.99 32.98
H 4.69 8.96 31.27
H 6.36 7.53 30.02
H 5.12 6.24 30.44
H 6.90 6.09 30.96
C 3.52 -3.69 25.19
O 4.41 -2.68 24.80
C 3.86 -1.36 25.00
C 4.65 -0.38 24.23
O 4.25 0.90 24.61
C 3.30 1.61 23.79
C 1.84 1.09 23.79
O 1.32 1.10 25.13
C -0.04 0.82 25.29
H 2.75 -3.91 24.47
H 3.04 -3.47 26.27
H 4.17 -4.58 25.23
H 3.90 -1.00 26.08
H 2.80 -1.31 24.71
H 4.59 -0.54 23.11
H 5.71 -0.56 24.47
H 3.61 1.50 22.73
H 3.37 2.67 24.01
H 1.67 0.15 23.34
H 1.14 1.75 23.21
H -0.19 1.22 26.32
H -0.20 -0.29 25.29
H -0.69 1.38 24.55
C 1.53 13.20 32.75
O 2.24 12.05 32.25
C 2.52 12.23 30.81
C 3.80 13.00 30.53
O 5.03 12.45 31.03
C 5.31 13.01 32.35
C 6.62 13.81 32.20
O 6.34 14.84 31.31
C 7.52 15.51 30.89
H 2.15 14.10 32.78
H 1.20 12.88 33.77
H 0.78 13.41 32.02
H 1.72 12.84 30.33
H 2.50 11.21 30.39
H 3.66 14.03 30.88
H 3.96 13.03 29.45
H 5.44 12.20 33.10
H 4.44 13.63 32.64
H 7.39 13.09 31.82
H 7.06 14.10 33.22
H 8.11 14.84 30.20
H 8.13 15.81 31.77
H 7.16 16.34 30.32
C 5.81 8.60 39.53
O 4.92 8.02 38.56
C 3.56 8.01 39.02
C 2.68 7.65 37.87
O 2.86 8.35 36.72
C 2.11 9.60 36.72
C 2.14 10.06 35.27
O 1.19 9.39 34.42
C -0.07 9.99 34.38
H 6.83 8.61 39.16
H 5.84 8.02 40.40
H 5.49 9.64 39.71
H 3.33 9.00 39.44
H 3.54 7.24 39.76
H 1.62 7.63 38.24
H 2.80 6.58 37.57
H 2.65 10.46 37.27
H 1.13 9.55 37.18
H 3.19 9.97 34.95
H 1.98 11.19 35.17
H -0.23 10.49 35.36
H -0.93 9.29 34.27
H -0.17 10.75 33.61
C 5.53 3.49 28.38
O 6.45 2.48 28.87
C 6.49 2.70 30.24
C 7.57 1.92 30.89
O 8.82 2.54 30.60
C 9.87 1.74 31.01
C 10.46 2.24 32.31
O 9.42 2.56 33.21
C 8.98 3.88 33.31
H 5.22 3.37 27.30
H 5.98 4.49 28.50
H 4.65 3.49 29.03
H 5.50 2.44 30.67
H 6.62 3.75 30.54
H 7.57 0.88 30.57
H 7.35 2.05 31.96
H 10.65 1.88 30.29
H 9.53 0.69 31.01
H 11.12 3.19 32.25
H 11.03 1.35 32.72
H 9.71 4.67 33.46
H 8.40 3.96 34.21
H 8.30 4.20 32.46